# 1
102
Properties=species:S:1:pos:R:3 method="wB97M-V/def2-TZVPD" lumo_energy_ev=-4.88 homo_lumo_gap_ev=7.211 spin_multiplicity=1 largest_force_ha_per_bohr=0.032 total_charge=+2
W 0.70 0.46 -1.54
S -2.30 0.37 0.01
S 1.11 -1.25 1.40
S -0.80 0.49 2.44
O 1.93 -2.10 -3.70
O 2.81 1.49 -1.22
O 0.34 1.27 -3.11
N -1.20 0.64 -0.93
N 0.13 -0.76 2.59
N 4.07 -1.30 -3.77
N 1.09 -0.48 0.14
N -2.11 0.37 1.62
N 2.48 -0.32 -2.37
C -0.61 0.25 5.15
C 2.88 -1.92 3.37
C -3.34 -3.08 -1.72
C -0.64 -3.33 1.46
C 0.11 3.29 -4.34
C -2.15 1.35 6.64
C -4.59 3.24 -1.55
C -3.59 1.58 -0.17
C -3.06 -1.20 -0.27
C -4.55 -2.95 0.36
C -1.01 -4.64 1.19
C 1.62 -3.83 0.71
C 0.17 1.77 -4.45
C -1.12 1.17 -4.99
C -0.53 2.97 1.32
C 1.45 2.00 2.35
C 4.41 -2.32 -4.77
C 4.98 -0.58 2.10
C -4.57 1.74 0.80
C 4.14 -1.91 3.94
C -0.07 -5.54 0.69
C 4.97 -0.37 -3.38
C 0.12 1.93 1.98
C 2.75 -1.30 -3.30
C 2.70 -1.26 2.16
C 4.68 0.62 -2.50
C 5.19 -1.23 3.31
C 1.39 1.31 -5.24
C 3.35 0.64 -2.00
C 3.72 -0.59 1.51
C -1.03 0.56 6.43
C -1.36 0.76 4.09
C 0.67 -2.95 1.22
C -3.96 -1.73 0.64
C -5.57 2.67 0.58
C 1.55 4.17 1.33
C -4.24 -3.62 -0.82
C 0.20 4.09 0.99
C -2.74 -1.86 -1.45
C -5.58 3.42 -0.60
C -2.48 1.56 4.27
C 2.17 3.13 2.01
C 1.24 -5.13 0.45
C -2.87 1.85 5.57
C -3.59 2.31 -1.34
H 2.12 5.05 1.06
H -6.35 2.82 1.32
H 2.30 1.70 -4.80
H -0.65 3.58 -3.62
H -1.01 0.10 -5.15
H 1.07 3.70 -4.03
H -1.38 1.64 -5.93
H 5.40 1.37 -2.22
H 1.96 -5.84 0.07
H 5.79 -0.06 1.62
H -0.47 0.17 7.28
H 2.06 -2.45 3.84
H -0.36 -6.56 0.49
H -2.02 -4.97 1.39
H -1.93 1.34 -4.28
H -0.16 3.72 -5.31
H 6.17 -1.23 3.76
H -3.09 -3.61 -2.63
H 4.32 -2.42 4.88
H -2.80 2.16 -2.07
H 1.93 1.19 2.89
H -1.58 2.90 1.07
H -2.03 -1.42 -2.14
H -4.19 -1.21 1.57
H -4.56 1.16 1.71
H -6.36 4.15 -0.76
H 1.32 1.66 -6.27
H -3.74 2.47 5.73
H -4.71 -4.57 -1.03
H -4.60 3.82 -2.46
H -1.36 -2.64 1.87
H 3.52 -0.07 0.58
H 4.10 -3.30 -4.40
H 3.88 -2.13 -5.70
H 1.43 0.22 -5.26
H 5.95 -0.46 -3.82
H -0.28 4.91 0.47
H 3.22 3.21 2.28
H 0.25 -0.36 4.97
H -3.02 1.95 3.42
H -5.26 -3.38 1.06
H -2.46 1.58 7.65
H 5.48 -2.30 -4.93
H 2.64 -3.50 0.53

***

# 2
13
Properties=species:S:1:pos:R:3 method="wB97M-V/def2-TZVPD" lumo_energy_ev=-0.45 homo_lumo_gap_ev=8.641 spin_multiplicity=1 largest_force_ha_per_bohr=0.085
S 2.82 -0.89 1.57
O -1.63 1.04 -1.76
N -0.86 0.15 -2.54
C 1.48 -0.04 1.29
C 0.15 -0.48 1.07
C -0.45 -0.06 -0.26
C -1.31 0.90 -0.43
C -0.20 -0.45 -1.62
H 0.21 -1.53 1.36
H 0.61 -1.10 -2.04
H -0.37 -0.01 1.86
H -1.94 1.43 0.13
H 1.49 1.05 1.37

***

# 3
91
Properties=species:S:1:pos:R:3 method="wB97M-V/def2-TZVPD" lumo_energy_ev="0.40 / 0.40" homo_lumo_gap_ev="6.654 / 6.669" spin_multiplicity=4 largest_force_ha_per_bohr=0.077
Er -1.29 -1.07 -0.73
P 0.04 0.21 2.49
O -1.02 -1.07 -2.94
O 2.10 1.83 -2.97
N -0.40 -0.24 1.04
C -0.70 -1.74 -4.30
C 2.77 0.95 2.07
C -0.27 2.07 2.60
C -1.29 0.21 -3.70
C 2.30 3.09 -2.32
C 3.34 3.21 -4.53
C 0.14 2.75 1.27
C -0.82 -0.05 5.23
C 1.00 -2.43 -0.40
C 3.09 4.04 -3.24
C 2.29 0.04 4.31
C -1.76 2.39 2.81
C -1.03 -0.42 -5.04
C -3.56 -1.32 0.10
C 0.52 2.72 3.75
C -3.72 -1.34 -1.32
C -0.86 -0.80 3.89
C -0.22 -2.18 4.07
C -3.58 0.02 -1.77
C -2.34 -1.07 3.61
C 0.51 -2.60 -1.69
C 0.74 -2.13 -4.55
C -0.75 -3.31 -1.62
C 2.42 -1.42 2.38
C -0.99 -3.59 -0.26
C 0.07 -3.04 0.50
C -1.60 -2.90 -4.62
C -3.29 0.03 0.50
C 1.91 -0.05 2.83
C -3.24 0.85 -0.66
C 2.51 1.92 -4.35
H -2.49 -1.93 2.92
H -3.86 0.42 -2.74
H -1.43 -3.59 -2.40
H 2.10 1.02 4.75
H 0.27 3.84 1.47
H 1.32 3.49 -2.03
H 3.37 -0.15 4.37
H 1.59 1.98 -4.97
H -1.64 -3.01 -5.73
H -2.86 -0.18 3.23
H -0.20 -2.76 3.14
H 3.00 0.96 -4.63
H -1.82 3.44 3.14
H -0.86 -2.75 4.76
H -2.32 2.34 1.86
H 1.44 -1.30 -4.40
H 0.17 0.00 5.69
H -0.58 0.99 -3.39
H -2.33 0.55 -3.65
H -2.25 1.79 3.57
H 2.67 0.84 0.98
H -4.06 -2.19 -1.92
H -3.69 -2.17 0.77
H 0.18 -3.12 1.57
H 1.07 2.38 0.84
H -3.02 1.92 -0.68
H -3.26 0.41 1.51
H 2.89 2.94 -1.41
H 0.30 2.28 4.72
H -0.21 0.08 -5.56
H 1.04 -3.01 -3.97
H -1.84 -4.16 0.12
H 0.78 -2.19 4.51
H 1.92 -1.87 -0.22
H -1.95 -0.54 -5.62
H -1.17 -3.85 -4.26
H 1.08 -2.10 -2.48
H -0.65 2.65 0.49
H 2.49 4.93 -3.46
H 2.02 -1.65 1.40
H 1.82 -0.73 4.93
H 2.18 -2.25 3.04
H 0.82 -2.45 -5.60
H 0.17 3.76 3.80
H 1.59 2.78 3.57
H -1.47 -0.64 5.91
H 3.81 0.73 2.33
H 4.02 4.37 -2.76
H -2.60 -2.79 -4.19
H -2.82 -1.33 4.57
H 3.52 -1.36 2.30
H 2.61 2.00 2.32
H -1.26 0.95 5.15
H 4.42 2.97 -4.68
H 2.94 3.80 -5.36

***

In the order shown, the computed energy values come out to -3556.4785, -721.5968, -2775.7412 a.u..